Entry 1:
This record from the OMol25 dataset describes a structure of composition C19H13AlF2IN3O4. The level of theory is ωB97M-V/def2-TZVPD.

Computed properties:
HOMO-LUMO gap = 8.581 eV
total charge = 0
multiplicity = 1
HOMO = -9.04 eV

Each line ends with the natural charge from an NBO analysis.
Positions of all 43 atoms, in Å:
Al -0.9603 0.6504 -0.5492  1.723
O 2.4704 -1.5469 -0.4144  -0.544
C 1.3166 -1.8690 -0.5367  0.678
N 0.2153 -1.0177 -0.5357  -0.747
C -0.8870 -1.7180 -0.8168  0.654
O -1.9501 -1.0627 -0.9362  -0.668
C -0.5940 -3.1604 -0.9629  -0.069
C -1.3807 -4.2610 -1.2248  -0.185
C -0.7360 -5.4941 -1.3037  -0.199
C 0.6395 -5.5985 -1.1300  -0.189
C 1.4246 -4.4750 -0.8702  -0.166
C 0.7808 -3.2622 -0.7874  -0.125
H -2.4497 -4.1710 -1.3623  0.233
H -1.3129 -6.3870 -1.5049  0.221
H 1.1064 -6.5723 -1.1991  0.220
H 2.4956 -4.5467 -0.7364  0.234
F -3.1732 1.6642 -2.1308  -0.418
C -2.6120 1.8083 -0.8243  0.098
F -2.3598 3.1694 -0.7190  -0.382
H -3.4555 1.6063 -0.1577  0.135
N -0.7462 1.7770 -3.3072  -0.300
C 0.1065 2.0954 -4.2853  -0.005
C 1.3422 1.5895 -3.9350  -0.337
C 1.1381 0.9624 -2.7049  0.017
N -0.1365 1.0772 -2.3394  -0.393
H -1.7403 1.9601 -3.2090  0.456
H -0.2204 2.6506 -5.1474  0.231
H 2.2600 1.6675 -4.4888  0.241
H 1.8377 0.4508 -2.0627  0.249
I 1.8121 3.6799 7.0258  0.158
C 1.1362 2.9390 5.1962  -0.125
C 0.1753 1.9369 5.1793  -0.257
C -0.2726 1.4492 3.9636  -0.130
C 0.2418 1.9602 2.7777  -0.181
C 1.2048 2.9620 2.8048  -0.128
C 1.6548 3.4568 4.0172  -0.256
C -0.2340 1.4352 1.4826  0.785
O -1.1551 0.5666 1.4104  -0.729
O 0.2630 1.8324 0.3817  -0.738
H -0.2183 1.5423 6.1056  0.229
H -1.0229 0.6715 3.9202  0.239
H 1.5939 3.3444 1.8712  0.240
H 2.4022 4.2371 4.0458  0.229

---

Entry 2:
This record from the OMol25 dataset describes a cluster of 6 separate species, C84H48O12 in total. The level of theory is ωB97M-V/def2-TZVPD.

Computed properties:
SMILES = O=C1c2ccccc2C(=O)c2ccccc21.O=C1c2ccccc2C(=O)c2ccccc21.O=C1c2ccccc2C(=O)c2ccccc21.O=C1c2ccccc2C(=O)c2ccccc21.O=C1c2ccccc2C(=O)c2ccccc21.O=C1c2ccccc2C(=O)c2ccccc21
HOMO-LUMO gap = 8.101 eV
total charge = 0
multiplicity = 1
HOMO = -9.27 eV

Each line ends with the Mulliken charge.
Positions of all 144 atoms, in Å:
C -0.6412 5.8013 -7.0041  -0.587
C -0.2384 4.4779 -6.9438  -0.605
C -0.4208 3.7258 -5.7733  -0.975
C -1.1192 4.2839 -4.7059  0.827
C -1.5960 5.5944 -4.7763  0.310
C -1.4000 6.3211 -5.9450  -0.769
C -2.1647 6.2839 -3.5908  0.541
O -2.6037 7.3881 -3.7103  -0.647
C -2.1068 5.5060 -2.2553  0.195
C -2.4083 6.2063 -1.0632  -0.753
C -2.3611 5.6373 0.1873  -0.698
C -2.0221 4.2597 0.2376  -0.402
C -1.5968 3.5699 -0.9002  0.477
C -1.6505 4.2429 -2.1691  0.914
C -1.2026 3.4149 -3.4623  -0.119
O -0.7473 2.3100 -3.3392  -0.367
H -0.3805 6.4780 -7.7969  0.426
H 0.3947 4.0805 -7.7767  0.310
H -0.1652 2.7041 -5.7727  0.634
H -1.6780 7.3881 -6.0158  0.396
H -2.8110 7.2020 -1.1604  0.430
H -2.5608 6.2506 1.1471  0.186
H -2.1198 3.8301 1.2388  0.392
H -1.3534 2.4975 -0.8494  0.163
C -4.6993 -0.0390 -3.4520  -0.865
C -3.3788 -0.0958 -2.9660  -0.175
C -2.6407 -1.2978 -3.0412  -0.718
C -3.2458 -2.4106 -3.6528  -0.022
C -4.5746 -2.3263 -4.1180  0.432
C -5.3186 -1.1442 -4.0777  -0.689
C -5.2798 -3.4320 -4.8589  0.421
O -6.4051 -3.3689 -5.2386  -0.617
C -4.4192 -4.6379 -5.1968  0.348
C -5.0341 -5.7087 -5.7932  -0.715
C -4.2814 -6.7878 -6.1462  -0.378
C -2.9592 -6.8705 -5.8140  -0.390
C -2.3429 -5.8584 -5.1027  -0.655
C -3.1046 -4.7339 -4.7650  0.403
C -2.4146 -3.5764 -4.0294  0.663
O -1.2532 -3.6430 -3.7217  -0.660
H -5.2234 0.8633 -3.3179  0.516
H -2.9325 0.7563 -2.4395  0.504
H -1.5953 -1.3110 -2.7497  0.645
H -6.3622 -1.0977 -4.4820  0.366
H -6.1019 -5.5928 -6.0431  0.413
H -4.6045 -7.6357 -6.7398  0.354
H -2.4874 -7.7750 -6.1595  0.386
H -1.2698 -5.9695 -4.8148  0.379
C 6.1786 -4.2587 -0.8349  -0.463
C 5.4116 -5.3560 -1.1712  -0.683
C 4.4964 -5.9122 -0.2347  -0.439
C 4.4124 -5.2682 0.9965  0.333
C 5.2468 -4.1995 1.3330  0.262
C 6.1306 -3.6915 0.3940  -0.779
C 5.1121 -3.6302 2.6950  0.438
O 5.6560 -2.5842 3.0394  -0.713
C 4.0909 -4.1646 3.6128  0.636
C 4.0470 -3.5701 4.8866  -0.981
C 2.9300 -3.8643 5.6800  -0.719
C 1.9422 -4.7499 5.2310  -0.225
C 2.0584 -5.4023 3.9980  -0.779
C 3.1453 -5.1196 3.2660  0.848
C 3.2119 -5.5927 1.8966  0.304
O 2.3572 -6.3718 1.4077  -0.749
H 6.8950 -3.7440 -1.4531  0.402
H 5.5757 -5.8016 -2.1582  0.382
H 3.8048 -6.7162 -0.4244  0.503
H 6.7353 -2.8594 0.6020  0.601
H 4.7499 -2.7937 5.1410  0.475
H 2.8272 -3.6534 6.7388  0.463
H 1.1098 -4.9159 5.9309  0.465
H 1.3085 -6.0573 3.5245  0.472
C 2.8773 2.3651 0.8973  -0.497
C 2.5408 3.0468 2.0880  -0.624
C 1.8987 4.2704 2.0565  -0.765
C 1.6065 4.8433 0.8287  0.444
C 1.8436 4.1632 -0.3746  0.406
C 2.5506 2.9409 -0.3217  -1.007
C 1.5017 4.7122 -1.6461  0.600
O 1.4561 4.0740 -2.6639  -0.746
C 1.1810 6.1278 -1.6862  0.260
C 1.1103 6.8387 -2.8649  -0.512
C 0.6504 8.1230 -2.7978  -0.883
C 0.0924 8.6990 -1.6835  -0.556
C 0.2438 8.0612 -0.4575  -0.828
C 0.7484 6.7609 -0.4763  0.357
C 0.8103 6.0468 0.7744  0.627
O 0.1341 6.4391 1.7230  -0.729
H 3.3705 1.3918 0.8498  0.437
H 2.7771 2.4854 2.9547  0.635
H 1.5577 4.7893 2.9771  0.445
H 2.8182 2.5245 -1.2249  0.773
H 1.2349 6.3795 -3.8038  0.695
H 0.6672 8.6861 -3.7027  0.395
H -0.3102 9.6888 -1.5395  0.478
H -0.1668 8.3981 0.4139  0.625
C 0.4949 -2.2975 8.8023  -0.724
C 0.0848 -3.6151 8.5145  -0.598
C -0.7675 -3.7679 7.4098  -0.274
C -1.1182 -2.7021 6.6326  0.693
C -0.7209 -1.4031 6.9677  0.405
C 0.0797 -1.2054 8.0557  -0.690
C -1.1922 -0.1721 6.1297  0.181
O -0.7606 0.9124 6.4918  -0.720
C -2.1608 -0.3951 5.1121  0.956
C -2.7338 0.7185 4.5212  -0.506
C -3.6385 0.5985 3.4464  -0.617
C -3.9751 -0.6614 3.0711  -0.694
C -3.6019 -1.7636 3.8211  -0.874
C -2.6758 -1.6544 4.8620  -0.162
C -2.0630 -2.8210 5.5443  0.533
O -2.4346 -3.9500 5.2669  -0.713
H 0.9521 -2.2251 9.7493  0.492
H 0.2639 -4.4666 9.2056  0.407
H -1.3727 -4.6494 7.1862  0.461
H 0.2852 -0.2123 8.4428  0.483
H -2.3054 1.6752 4.8378  0.388
H -4.0735 1.4757 2.9719  0.462
H -4.6483 -0.7498 2.2888  0.635
H -4.0611 -2.6928 3.5285  0.488
C 2.2119 -0.9209 -3.4870  -0.658
C 2.9303 -2.0286 -3.0485  -0.832
C 2.8894 -2.4357 -1.7478  -0.139
C 2.0825 -1.7425 -0.8046  0.033
C 1.3287 -0.6538 -1.2377  1.226
C 1.4856 -0.1919 -2.6206  -0.805
C 0.3390 0.0162 -0.3084  0.039
O -0.4696 0.7684 -0.7787  -0.706
C 0.5317 -0.2842 1.1705  0.511
C 0.1290 0.6416 2.0552  -0.371
C 0.5475 0.5171 3.3566  -0.830
C 1.2239 -0.5872 3.8362  -0.916
C 1.5912 -1.5480 2.9002  0.592
C 1.3076 -1.3358 1.5444  0.083
C 2.0097 -2.2363 0.5769  0.115
O 2.5124 -3.2548 0.9131  -0.365
H 2.2786 -0.5894 -4.5221  0.506
H 3.5387 -2.5722 -3.7451  0.453
H 3.3996 -3.3298 -1.3245  0.201
H 0.9547 0.7110 -2.8693  0.611
H -0.4218 1.5072 1.6290  0.186
H 0.3356 1.3722 4.0648  0.461
H 1.5334 -0.6538 4.8723  0.727
H 2.1280 -2.4842 3.2180  -0.444

---

Entry 3:
This record from the OMol25 dataset describes the ion C3H8IN2 with charge +1. The level of theory is ωB97M-V/def2-TZVPD.

Computed properties:
SMILES = I[C@@H]1CNC[NH2+]1
HOMO-LUMO gap = 9.893 eV
total charge = +1
multiplicity = 1
HOMO = -13.76 eV

Each line ends with the natural charge from an NBO analysis.
Positions of all 14 atoms, in Å:
C -0.2503 0.0608 1.2848  -0.286
C 1.1643 -0.2044 -0.7266  -0.060
C -1.0820 0.3580 0.0853  -0.188
N 0.7553 -0.7912 0.6252  -0.638
N -0.1305 0.4887 -1.0604  -0.570
I -2.5022 2.0081 0.1962  0.230
H 0.1317 0.9715 1.8494  0.210
H -0.9771 -0.4547 1.9763  0.257
H 2.0408 0.5373 -0.6306  0.212
H 1.4819 -0.9814 -1.3865  0.233
H -1.6406 -0.6212 -0.0747  0.261
H 1.4732 -1.2308 1.1615  0.416
H 0.0497 1.4514 -1.4195  0.459
H -0.3843 -0.0154 -1.9976  0.466